The following is a DFT calculation (ωB97M-V/def2-TZVPD) of a 2-piece molecular cluster, C4H12S overall at a distorted geometry.

Each line ends with the Löwdin charge.
Positions of all 17 atoms, in Å:
C 1.220 -1.790 1.036  -0.43
S 2.410 -1.291 -0.220  0.75
C 2.791 0.387 0.211  -0.48
H 1.559 -2.744 1.368  0.00
H 1.081 -1.125 1.885  0.04
H 0.240 -1.984 0.597  0.03
H 1.993 1.107 0.101  0.03
H 3.600 0.773 -0.396  0.03
H 3.187 0.502 1.217  0.03
C -4.045 1.349 -1.094  -0.17
C -4.148 2.238 0.142  -0.18
H -4.981 0.843 -1.322  0.06
H -3.874 2.000 -1.945  0.05
H -3.126 0.767 -1.185  0.06
H -5.180 2.512 0.355  0.06
H -3.545 3.130 0.028  0.05
H -3.730 1.831 1.069  0.06

The SMILES is CSC.CC. The calculation puts the total energy at -15177.1854 eV. The value obtained for the energy above the lowest of the compared OMol25 structures with the same formula, charge and spin is 50.23 kJ/mol. Its frontier orbital gap is 9.291 eV. Its spin multiplicity is 1. The value obtained for the molar mass is 92.207 Da. The net charge is 0.

The following is a DFT calculation (ωB97M-V/def2-TZVPD) of a 2-piece molecular cluster, C4H12S overall at a distorted geometry.

Each line ends with the Löwdin charge.
Positions of all 17 atoms, in Å:
C -2.931 -0.387 1.540  -0.41
S -1.423 -0.612 0.529  0.73
C -0.311 0.585 1.212  -0.47
H -3.435 -1.349 1.529  0.02
H -2.631 -0.270 2.578  0.03
H -3.516 0.400 1.089  0.02
H 0.330 0.259 2.015  0.03
H -0.782 1.508 1.564  0.04
H 0.349 0.935 0.412  0.01
C 2.381 0.791 -2.303  -0.17
C 3.403 -0.037 -1.557  -0.18
H 2.054 0.307 -3.226  0.07
H 1.526 1.003 -1.669  0.04
H 2.786 1.745 -2.658  0.06
H 3.048 -1.068 -1.449  0.06
H 4.388 -0.129 -2.015  0.06
H 3.586 0.252 -0.518  0.06

The SMILES is CSC.CC. The calculation puts the total energy at -15177.3944 eV. The value obtained for the energy above the lowest of the compared OMol25 structures with the same formula, charge and spin is 30.07 kJ/mol. Its frontier orbital gap is 9.577 eV. Its spin multiplicity is 1. The value obtained for the molar mass is 92.207 Da. The net charge is 0.

The following is a DFT calculation (ωB97M-V/def2-TZVPD) of a 2-piece molecular cluster, C4H12S overall at a distorted geometry.

Each line ends with the Löwdin charge.
Positions of all 17 atoms, in Å:
C -1.106 -1.480 1.364  -0.16
C -1.882 -0.371 0.635  -0.35
C -1.339 -0.073 -0.786  -0.13
H -0.009 -1.228 1.386  0.07
H -1.427 -1.489 2.455  0.08
H -1.189 -2.544 0.999  0.08
H -2.900 -0.657 0.850  0.09
H -1.694 0.564 1.209  0.10
H -2.042 0.584 -1.362  0.06
H -1.182 -1.184 -1.264  0.11
H -0.319 0.505 -0.761  0.05
C 2.754 0.857 -0.777  -0.57
S 2.008 2.320 -0.132  0.61
H 2.096 -0.009 -0.929  0.01
H 3.577 0.590 0.001  0.05
H 3.439 1.172 -1.697  0.07
H 1.215 2.442 -1.191  -0.16

The SMILES is CCC.CS. The calculation puts the total energy at -15176.6103 eV. The value obtained for the energy above the lowest of the compared OMol25 structures with the same formula, charge and spin is 105.72 kJ/mol. Its frontier orbital gap is 10.003 eV. Its spin multiplicity is 1. The value obtained for the molar mass is 92.207 Da. The net charge is 0.

The following is a DFT calculation (ωB97M-V/def2-TZVPD) of a 2-piece molecular cluster, C4H12S2 overall at a distorted geometry.

Each line ends with the Löwdin charge.
Positions of all 18 atoms, in Å:
C 3.606 1.080 -1.028  -0.18
C 2.411 0.615 -0.211  -0.62
S 2.572 -1.095 0.443  0.65
H 3.399 2.095 -1.374  0.07
H 4.428 1.249 -0.331  0.07
H 3.883 0.434 -1.847  0.07
H 1.512 0.508 -0.812  0.05
H 2.287 1.268 0.651  0.06
H 3.762 -0.953 1.038  -0.16
C -1.742 -0.427 0.823  -0.40
S -2.963 -1.747 0.472  0.73
C -4.392 -0.809 -0.048  -0.46
H -2.032 0.519 0.345  0.04
H -1.861 -0.246 1.882  0.02
H -0.757 -0.733 0.516  0.00
H -4.880 -1.246 -0.911  0.02
H -4.113 0.203 -0.364  0.03
H -5.121 -0.716 0.757  0.03

The SMILES is CCS.CSC. The calculation puts the total energy at -26012.5573 eV. The value obtained for the energy above the lowest of the compared OMol25 structures with the same formula, charge and spin is 54.08 kJ/mol. Its frontier orbital gap is 9.266 eV. Its spin multiplicity is 1. The value obtained for the molar mass is 124.274 Da. The net charge is 0.